6
Properties=species:S:1:pos:R:3:nbo_charge:R:1 method="wB97M-V/def2-TZVPD" total_energy_ev=-4159.7529 homo_ev=-11.194 smiles=O.O fmax_ha_per_bohr=0.047 gap_ev=11.86
O -1.37 -0.06 -0.15 -0.94
H -1.22 0.54 0.61 0.47
H -2.18 -0.47 0.11 0.47
O 1.94 -0.13 0.01 -0.95
H 1.05 -0.60 -0.11 0.48
H 1.79 0.73 -0.47 0.47

21
Properties=species:S:1:pos:R:3:nbo_charge:R:1 method="wB97M-V/def2-TZVPD" total_energy_ev=-77955.3660 homo_ev=-13.973 fmax_ha_per_bohr=0.092 total_charge=+1 gap_ev=10.02
C 0.04 -0.10 0.85 0.20
C 0.76 2.48 0.01 -0.67
C -1.07 1.56 -1.47 -0.70
C 0.20 -2.33 1.71 -0.45
C -0.14 -1.82 -0.70 -0.42
C 0.25 1.32 -0.85 0.12
N 0.01 -1.37 0.70 -0.39
Br 0.32 0.77 2.47 0.20
H 1.80 2.15 0.35 0.22
H 0.18 2.48 0.90 0.24
H 0.77 3.36 -0.53 0.25
H -1.84 2.21 -1.03 0.26
H -0.78 1.97 -2.39 0.26
H -1.61 0.59 -1.58 0.23
H 1.03 -2.20 2.43 0.25
H 0.45 -3.17 1.09 0.23
H -0.77 -2.54 2.20 0.25
H -0.77 -2.82 -0.73 0.24
H 0.87 -2.14 -1.06 0.24
H -0.71 -1.04 -1.19 0.23
H 1.00 0.64 -1.19 0.21

47
Properties=species:S:1:pos:R:3:nbo_charge:R:1 method="wB97M-V/def2-TZVPD" total_energy_ev=-32873.3720 homo_ev="-18.964 / -20.503" s_squared=8.78 spin_multiplicity=6 fmax_ha_per_bohr=0.159 total_charge=+4 gap_ev="6.62 / 1.59"
N 0.04 4.47 0.51 -0.50
C -0.16 5.54 0.07 0.40
C -0.35 6.88 -0.48 -0.75
H -1.40 7.04 -0.79 0.28
H 0.31 7.03 -1.35 0.28
H -0.11 7.65 0.29 0.30
N 4.13 -2.88 -0.15 0.04
C 4.58 -3.09 -1.22 0.60
C 5.35 -3.49 -2.38 -0.76
H 5.43 -2.65 -3.08 0.35
H 4.81 -4.30 -2.90 0.34
H 6.34 -3.83 -2.01 0.43
N -4.01 -1.95 0.47 -0.50
C -5.08 -2.17 0.04 0.39
C -6.41 -2.52 -0.48 -0.75
H -6.91 -3.25 0.17 0.30
H -6.31 -2.97 -1.48 0.28
H -7.06 -1.63 -0.56 0.28
Ir 0.64 -0.39 -0.50 0.86
C 0.38 -1.83 0.77 0.44
O 0.22 -2.64 1.57 -0.26
C 1.81 0.41 0.78 0.44
O 2.48 0.86 1.62 -0.26
C 0.93 1.07 -2.17 -0.21
C -0.41 1.12 -1.78 -0.18
C -1.17 -0.04 -1.81 -0.10
C -0.59 -1.24 -2.19 -0.22
C 0.75 -1.30 -2.56 -0.20
C 1.52 -0.13 -2.56 -0.20
H 1.55 1.96 -2.05 0.31
H -0.80 2.05 -1.37 0.32
H -2.18 -0.03 -1.43 0.30
H -1.15 -2.15 -2.08 0.31
H 1.23 -2.25 -2.77 0.29
H 2.59 -0.19 -2.76 0.29
C -3.36 2.23 2.32 -0.47
N -2.26 1.46 2.88 -0.03
C -2.06 1.34 4.32 -0.47
C -1.42 0.88 2.01 0.51
O -1.60 0.98 0.80 -0.44
H -3.95 2.63 3.14 0.28
H -3.97 1.58 1.66 0.31
H -2.97 3.04 1.68 0.31
H -2.02 0.28 4.60 0.30
H -1.07 1.76 4.59 0.31
H -2.87 1.87 4.84 0.29
H -0.59 0.31 2.49 0.17

44
Properties=species:S:1:pos:R:3:lowdin_charge:R:1 method="wB97M-V/def2-TZVPD" total_energy_ev=-61341.4823 homo_ev="-16.016 / -16.009" fmax_ha_per_bohr=0.080 total_charge=+2 gap_ev="4.29 / 4.28"
N -1.50 -0.72 1.24 -0.24
C -3.38 -2.43 1.85 -0.01
O -4.44 -2.23 2.25 0.05
Ag -2.73 0.27 2.62 0.81
V -0.04 0.03 1.23 0.46
N -0.14 1.76 0.47 -0.02
N 1.03 -0.98 0.03 -0.04
C -0.58 2.23 -0.85 -0.61
C 0.66 -2.20 -0.69 -0.62
C -0.84 3.73 -0.90 -0.02
C 0.49 1.82 -1.86 0.01
C -1.87 1.51 -1.22 -0.03
C 0.26 -3.27 0.32 0.01
C 1.83 -2.69 -1.56 -0.02
C -0.54 -1.93 -1.57 -0.03
H -1.48 4.05 -0.07 0.11
H -1.33 4.01 -1.85 0.12
H 0.10 4.28 -0.87 0.10
H 1.40 2.39 -1.66 0.11
H 0.13 2.05 -2.87 0.13
H 0.70 0.74 -1.79 0.07
H -1.78 0.41 -1.22 0.05
H -2.17 1.80 -2.24 0.12
H -2.66 1.79 -0.52 0.10
H 1.08 -3.46 1.02 0.11
H 0.00 -4.18 -0.24 0.12
H -0.61 -2.95 0.90 0.06
H 2.67 -3.05 -0.95 0.10
H 2.19 -1.89 -2.22 0.10
H 1.50 -3.52 -2.20 0.11
H -0.75 -2.83 -2.16 0.12
H -0.32 -1.10 -2.25 0.09
H -1.41 -1.68 -0.98 0.06
C 0.70 2.64 1.26 -0.06
H 0.63 2.36 2.32 0.07
H 1.77 2.62 0.98 0.15
H 0.36 3.68 1.14 0.11
C 2.44 -0.79 0.33 -0.08
H 2.59 -0.01 1.08 0.06
H 2.87 -1.72 0.75 0.13
H 2.97 -0.48 -0.58 0.13
S 1.02 -0.19 3.36 0.67
C -0.08 0.02 4.62 -0.77
N -0.77 0.14 5.56 0.11

12
Properties=species:S:1:pos:R:3:nbo_charge:R:1 method="wB97M-V/def2-TZVPD" total_energy_ev=-17019.4989 homo_ev="-8.153 / -8.156" smiles="C=CN=C.N=S" fmax_ha_per_bohr=0.045 gap_ev="7.44 / 7.44"
C 1.37 -1.13 0.58 -0.40
C 0.91 0.12 0.50 -0.03
N 0.29 0.60 -0.67 -0.41
C 0.43 1.86 -0.78 -0.05
H 2.22 -1.20 1.16 0.20
H 1.06 -1.87 -0.10 0.20
H 1.26 0.90 1.21 0.16
H 0.03 2.38 -1.64 0.17
H 0.73 2.59 0.03 0.15
N -2.91 -1.75 -0.22 -0.81
S -3.39 -0.33 -0.07 0.44
H -2.02 -2.16 0.00 0.37

21
Properties=species:S:1:pos:R:3:nbo_charge:R:1 method="wB97M-V/def2-TZVPD" total_energy_ev=-29562.0867 homo_ev=-8.502 fmax_ha_per_bohr=0.050 gap_ev=4.20
N 3.18 0.96 0.63 -0.84
C 2.11 1.51 -0.17 -0.23
C 1.66 0.49 -1.23 -0.60
S 1.43 -1.18 -0.65 0.06
S -1.85 0.89 0.18 0.09
C -2.81 -0.57 0.18 -0.63
C -3.38 -0.84 -1.26 -0.62
H 4.00 1.53 0.77 0.38
H 3.30 -0.04 0.65 0.39
H 2.59 2.35 -0.69 0.20
H 1.20 1.80 0.37 0.19
H 2.30 0.48 -2.12 0.25
H 0.72 0.85 -1.65 0.24
H -3.70 -0.36 0.79 0.24
H -2.40 -1.47 0.63 0.26
H -2.60 -0.71 -2.00 0.22
H -4.09 -1.64 -1.41 0.22
H -4.02 0.04 -1.45 0.20
H -0.45 -0.15 1.94 0.46
H 0.70 -0.95 1.64 0.46
O 0.07 -0.85 2.39 -0.95

21
Properties=species:S:1:pos:R:3:nbo_charge:R:1 method="wB97M-V/def2-TZVPD" total_energy_ev=-16533.6080 homo_ev=-8.694 fmax_ha_per_bohr=0.154 gap_ev=8.98
C -3.71 -0.86 -0.07 -0.45
C -1.57 0.20 -0.03 0.72
C 0.75 -0.47 0.08 0.17
C 1.65 -1.52 -0.17 -0.21
C 3.00 -1.22 -0.11 -0.19
C 3.38 0.08 0.11 -0.26
C 2.61 1.13 0.17 -0.15
C 1.19 0.88 0.15 -0.20
C 0.10 2.02 0.04 0.79
H -2.81 -1.57 -0.82 0.25
H -4.90 -0.69 -0.45 0.24
H -4.11 -1.39 1.07 0.19
H -3.00 1.33 0.09 0.44
H 1.31 -2.58 -0.12 0.23
H 3.42 -2.22 -0.22 0.24
H 4.47 0.30 0.08 0.22
H 2.70 2.35 0.32 0.26
N -2.87 0.20 0.25 -0.63
N -0.69 -0.74 -0.06 -0.57
O 0.31 3.17 -0.26 -0.55
O -1.23 1.59 -0.08 -0.54

18
Properties=species:S:1:pos:R:3:nbo_charge:R:1 method="wB97M-V/def2-TZVPD" total_energy_ev=-14539.7487 homo_ev=-9.496 smiles="O=C(O)CC(=O)/C=C/CO" fmax_ha_per_bohr=0.063 gap_ev=9.29
O -3.63 -0.18 -0.99 -0.58
C -2.64 -0.84 -1.22 0.81
O -2.50 -1.57 -2.33 -0.68
C -1.46 -0.96 -0.30 -0.62
C -0.34 -0.01 -0.70 0.55
O -0.43 0.73 -1.66 -0.52
C 0.91 -0.13 0.10 -0.25
C 1.80 0.92 0.16 -0.15
C 2.62 1.02 1.38 -0.13
O 1.54 0.69 2.49 -0.73
H -3.25 -1.42 -2.92 0.50
H -1.06 -1.98 -0.30 0.25
H -1.76 -0.72 0.73 0.26
H 1.30 -1.15 0.22 0.22
H 1.45 1.88 -0.22 0.21
H 3.33 0.18 1.44 0.21
H 3.04 2.03 1.49 0.20
H 1.06 1.51 2.65 0.46

Repeat the sixth record exactly.
21
Properties=species:S:1:pos:R:3:nbo_charge:R:1 method="wB97M-V/def2-TZVPD" total_energy_ev=-29562.0867 homo_ev=-8.502 fmax_ha_per_bohr=0.050 gap_ev=4.20
N 3.18 0.96 0.63 -0.84
C 2.11 1.51 -0.17 -0.23
C 1.66 0.49 -1.23 -0.60
S 1.43 -1.18 -0.65 0.06
S -1.85 0.89 0.18 0.09
C -2.81 -0.57 0.18 -0.63
C -3.38 -0.84 -1.26 -0.62
H 4.00 1.53 0.77 0.38
H 3.30 -0.04 0.65 0.39
H 2.59 2.35 -0.69 0.20
H 1.20 1.80 0.37 0.19
H 2.30 0.48 -2.12 0.25
H 0.72 0.85 -1.65 0.24
H -3.70 -0.36 0.79 0.24
H -2.40 -1.47 0.63 0.26
H -2.60 -0.71 -2.00 0.22
H -4.09 -1.64 -1.41 0.22
H -4.02 0.04 -1.45 0.20
H -0.45 -0.15 1.94 0.46
H 0.70 -0.95 1.64 0.46
O 0.07 -0.85 2.39 -0.95